DFT (wB97M-V/def2-TZVPD) results for a cluster of 13 separate species, C21H66BN25O20S in total.

Results
Kohn-Sham gap in eV: 9.04
Net charge: 0
E_tot in hartree: -4137.08618
HOMO energy in eV: -8.9

Last column: Löwdin charge in e.
Element x y z (Å)
1 C -0.182 -1.807 3.479  -0.03
2 C 0.712 -1.796 2.255  -0.37
3 O 1.581 -0.655 2.292  -0.04
4 C -0.002 -1.914 0.900  -0.04
5 C -1.130 -0.949 0.551  -0.32
6 C -2.455 -1.405 1.160  -0.07
7 C -2.860 -2.792 0.699  -0.12
8 O -2.696 -3.707 1.838  -0.03
9 C -2.387 -4.945 1.440  -0.36
10 O -1.493 -5.581 1.919  0.08
11 O -1.324 -1.124 -0.932  -0.14
12 S -2.173 0.073 -1.507  0.58
13 O -3.507 -0.350 -1.754  -0.21
14 O -1.496 0.662 -2.621  -0.24
15 O -2.100 0.993 -0.253  -0.16
16 C -0.913 0.554 0.589  -0.26
17 C -1.137 1.278 1.904  0.03
18 B 0.346 1.220 -0.179  -0.55
19 N 1.654 0.709 -0.399  0.23
20 O 0.078 2.515 -0.635  0.09
21 H -0.835 -0.946 3.524  0.04
22 H 0.449 -1.751 4.362  0.09
23 H -0.765 -2.723 3.519  0.08
24 H 1.336 -2.688 2.331  0.14
25 H 2.455 -0.995 2.506  0.09
26 H 0.757 -1.877 0.129  0.09
27 H -0.401 -2.925 0.870  0.11
28 H -2.396 -1.415 2.241  0.12
29 H -3.259 -0.720 0.917  0.13
30 H -2.229 -3.155 -0.103  0.12
31 H -3.896 -2.828 0.385  0.14
32 H -3.019 -5.350 0.638  0.15
33 H -0.394 1.040 2.651  0.08
34 H -1.118 2.337 1.665  0.10
35 H -2.144 1.062 2.248  0.10
36 H 2.296 0.842 0.360  0.07
37 H 1.723 -0.231 -0.770  0.06
38 H 0.130 2.494 -1.601  0.11
39 C -0.849 -9.281 4.145  -0.69
40 O -1.199 -9.503 5.292  0.01
41 N -0.929 -8.048 3.569  0.16
42 N -0.330 -10.260 3.337  0.14
43 H -0.636 -7.857 2.629  0.08
44 H -1.299 -7.295 4.117  0.10
45 H -0.258 -11.182 3.725  0.10
46 H -0.012 -10.101 2.397  0.08
47 C 2.135 1.033 -4.209  -0.67
48 O 2.568 0.654 -3.136  0.03
49 N 0.802 1.122 -4.497  0.18
50 N 2.965 1.386 -5.244  0.15
51 H 0.451 1.441 -5.384  0.08
52 H 0.144 0.853 -3.784  0.05
53 H 3.956 1.350 -5.081  0.10
54 H 2.627 1.683 -6.139  0.07
55 C 5.612 -1.764 -4.823  -0.68
56 O 6.334 -0.865 -4.438  0.03
57 N 6.109 -2.983 -5.217  0.14
58 N 4.253 -1.633 -4.902  0.16
59 H 5.539 -3.734 -5.553  0.08
60 H 7.103 -3.108 -5.170  0.10
61 H 3.850 -0.757 -4.615  0.06
62 H 3.643 -2.353 -5.239  0.09
63 C 1.081 4.361 -7.067  -0.68
64 O 0.142 3.594 -6.926  0.01
65 N 2.223 3.975 -7.720  0.14
66 N 1.077 5.632 -6.578  0.16
67 H 3.035 4.549 -7.843  0.10
68 H 2.227 3.040 -8.082  0.09
69 H 0.260 5.931 -6.080  0.10
70 H 1.847 6.266 -6.675  0.10
71 C 3.711 2.212 3.277  -0.68
72 O 2.522 1.994 3.419  0.03
73 N 4.377 3.152 4.024  0.15
74 N 4.491 1.551 2.363  0.16
75 H 5.356 3.345 3.930  0.09
76 H 3.842 3.652 4.709  0.10
77 H 4.049 0.859 1.792  0.08
78 H 5.469 1.729 2.233  0.10
79 C 3.304 -9.858 2.675  -0.68
80 O 2.491 -9.723 1.775  0.01
81 N 4.650 -9.714 2.473  0.15
82 N 2.924 -10.155 3.951  0.16
83 H 5.332 -9.817 3.198  0.09
84 H 4.953 -9.495 1.543  0.10
85 H 1.937 -10.238 4.125  0.07
86 H 3.568 -10.265 4.711  0.10
87 C -2.233 6.065 -1.721  -0.69
88 O -2.915 7.077 -1.808  0.00
89 N -1.976 5.286 -2.824  0.15
90 N -1.706 5.621 -0.555  0.18
91 H -1.439 4.439 -2.792  0.09
92 H -2.350 5.596 -3.701  0.10
93 H -1.875 6.173 0.265  0.11
94 H -1.133 4.798 -0.482  0.07
95 C 2.412 -3.745 -1.809  -0.66
96 O 2.137 -2.578 -1.595  0.04
97 N 3.158 -4.143 -2.887  0.16
98 N 2.002 -4.757 -0.982  0.16
99 H 3.393 -5.102 -3.059  0.09
100 H 3.491 -3.435 -3.520  0.06
101 H 1.457 -4.505 -0.179  0.09
102 H 2.220 -5.723 -1.135  0.09
103 C -5.920 3.683 -2.615  -0.68
104 O -6.985 3.097 -2.571  0.03
105 N -4.775 3.135 -3.110  0.17
106 N -5.765 4.971 -2.149  0.15
107 H -3.907 3.636 -3.132  0.06
108 H -4.809 2.194 -3.458  0.10
109 H -6.582 5.422 -1.782  0.09
110 H -4.895 5.478 -2.177  0.07
111 C -6.661 5.519 2.213  -0.69
112 O -6.908 5.226 3.370  0.01
113 N -6.739 6.809 1.756  0.15
114 N -6.285 4.594 1.282  0.16
115 H -6.531 7.077 0.813  0.09
116 H -7.012 7.512 2.416  0.10
117 H -6.213 3.642 1.587  0.10
118 H -6.080 4.813 0.324  0.06
119 C -2.152 1.288 5.701  -0.66
120 O -1.276 0.969 4.916  0.03
121 N -3.405 0.740 5.666  0.16
122 N -1.949 2.225 6.675  0.15
123 H -4.140 0.996 6.297  0.09
124 H -3.586 0.049 4.963  0.10
125 H -1.040 2.645 6.719  0.10
126 H -2.654 2.509 7.327  0.09
127 C 1.932 5.694 0.325  -0.68
128 O 1.458 6.117 -0.718  0.01
129 N 1.731 4.415 0.737  0.18
130 N 2.684 6.487 1.158  0.14
131 H 2.094 4.039 1.594  0.08
132 H 1.166 3.834 0.134  0.06
133 H 2.837 7.436 0.875  0.10
134 H 3.074 6.161 2.021  0.08

---

DFT (wB97M-V/def2-TZVPD) results for a cluster of 12 separate species, C21H66N12O12 in total.

Results
SMILES string: NC(N)=O.NC(N)=O.NC(N)=O.NC(N)=O.NC(N)=O.NC(N)=O.CC(C)O.CC(C)O.CC(C)O.CC(C)O.CC(C)O.O
Kohn-Sham gap in eV: 9.74
Net charge: 0
E_tot in hartree: -2399.90904
HOMO energy in eV: -9.4

Last column: Löwdin charge in e.
Element x y z (Å)
1 N 19.703 9.458 18.781  0.15
2 C 18.595 10.229 18.608  -0.67
3 N 18.235 11.101 19.549  0.18
4 O 17.966 10.145 17.550  -0.03
5 H 20.089 9.178 19.683  0.11
6 H 19.760 8.721 18.034  0.13
7 H 18.481 10.958 20.523  0.12
8 H 17.357 11.570 19.330  0.08
9 N 7.223 12.339 12.107  0.14
10 C 7.771 11.554 11.154  -0.69
11 N 9.047 11.246 11.447  0.17
12 O 7.190 11.121 10.150  0.00
13 H 6.206 12.615 12.072  0.14
14 H 7.602 12.371 13.023  0.06
15 H 9.530 10.634 10.798  0.10
16 H 9.539 11.743 12.128  0.06
17 N 16.252 6.958 11.454  0.16
18 C 16.230 7.586 12.688  -0.71
19 N 16.267 8.928 12.759  0.17
20 O 16.171 6.957 13.696  0.06
21 H 15.930 6.030 11.675  0.10
22 H 15.595 7.456 10.858  0.04
23 H 16.851 9.308 12.080  0.09
24 H 16.539 9.229 13.681  0.11
25 N 16.668 12.707 16.315  0.17
26 C 16.178 13.457 17.339  -0.65
27 N 15.430 14.511 16.867  0.17
28 O 16.309 13.174 18.529  0.01
29 H 17.302 11.997 16.654  0.07
30 H 17.025 13.199 15.520  0.09
31 H 15.152 14.533 15.907  0.05
32 H 15.158 15.138 17.579  0.09
33 N 14.787 9.677 7.709  0.13
34 C 13.999 9.098 8.749  -0.62
35 N 12.684 8.956 8.490  0.17
36 O 14.436 8.718 9.850  -0.02
37 H 15.780 9.573 7.875  0.09
38 H 14.574 9.346 6.759  0.10
39 H 12.244 9.650 7.895  0.10
40 H 12.134 8.791 9.366  0.09
41 N 14.287 10.977 14.482  0.21
42 C 13.868 11.459 13.278  -0.58
43 N 13.641 10.554 12.270  0.17
44 O 13.741 12.699 13.121  -0.03
45 H 14.559 11.684 15.112  0.06
46 H 14.427 10.004 14.713  0.08
47 H 13.651 11.090 11.401  0.08
48 H 14.151 9.706 12.235  0.05
49 C 13.987 10.144 17.871  -0.03
50 C 13.770 8.599 17.698  -0.45
51 C 12.391 8.159 18.130  -0.07
52 O 13.990 8.262 16.313  -0.06
53 H 14.881 10.460 17.401  0.04
54 H 13.980 10.309 18.938  0.07
55 H 13.087 10.650 17.450  0.08
56 H 14.401 7.956 18.347  0.14
57 H 11.604 8.736 17.646  0.07
58 H 12.270 8.281 19.191  0.07
59 H 12.253 7.119 17.868  0.08
60 H 14.653 7.609 16.228  0.05
61 C 14.946 16.774 14.017  -0.02
62 C 15.189 15.548 13.055  -0.43
63 C 15.945 15.781 11.736  -0.04
64 O 15.752 14.458 13.834  -0.12
65 H 14.083 17.225 13.687  0.04
66 H 15.806 17.525 14.090  0.10
67 H 14.774 16.306 14.989  0.05
68 H 14.184 15.220 12.761  0.11
69 H 15.402 16.233 10.909  0.07
70 H 16.358 14.897 11.407  0.04
71 H 16.729 16.503 11.981  0.07
72 H 15.154 13.686 13.596  0.06
73 C 12.333 14.318 10.142  -0.05
74 C 11.888 12.986 9.462  -0.43
75 C 11.700 13.114 7.921  -0.04
76 O 12.929 12.023 9.728  -0.08
77 H 12.513 14.193 11.181  0.03
78 H 11.560 15.110 9.843  0.11
79 H 13.316 14.511 9.640  0.09
80 H 10.887 12.638 9.911  0.14
81 H 10.692 13.118 7.496  0.09
82 H 12.329 12.414 7.435  0.05
83 H 12.140 14.035 7.557  0.07
84 H 13.382 11.931 8.905  0.04
85 C 10.518 11.121 14.859  -0.05
86 C 10.314 12.560 15.387  -0.53
87 C 11.478 13.457 15.114  -0.06
88 O 9.185 13.050 14.800  -0.04
89 H 10.541 10.974 13.792  0.03
90 H 9.848 10.381 15.326  0.08
91 H 11.584 10.799 15.139  0.09
92 H 10.052 12.462 16.440  0.13
93 H 12.504 13.101 15.460  0.09
94 H 11.415 14.435 15.631  0.09
95 H 11.549 13.560 14.041  0.07
96 H 9.100 13.986 14.941  0.09
97 C 12.115 6.839 11.749  -0.05
98 C 11.008 7.865 11.947  -0.49
99 C 10.852 8.205 13.428  -0.05
100 O 11.307 8.993 11.151  -0.09
101 H 12.363 6.583 10.714  0.08
102 H 11.925 5.894 12.299  0.09
103 H 13.073 7.222 12.146  0.07
104 H 10.024 7.521 11.683  0.13
105 H 9.994 8.889 13.550  0.07
106 H 11.869 8.572 13.699  0.08
107 H 10.643 7.271 13.962  0.09
108 H 12.044 9.492 11.547  0.05
109 O 17.380 7.651 16.572  -0.10
110 H 17.714 8.582 16.807  0.01
111 H 17.724 7.523 15.689  0.00

---

> Which formula does entry 1 have?

C21H66BN25O20S